16
Properties=species:S:1:pos:R:3:lowdin_charge:R:1 method="wB97M-V/def2-TZVPD" gap_ha=0.377 e_homo_ha=-0.3485 smiles="C/C(=C/CCl)CO" e_above_lowest_kcal_mol=31.1
Cl -2.59653 1.31013 -2.04958 0.527
O 1.70047 0.01243 -1.27708 -0.055
C 0.02938 -0.15290 0.49977 -0.284
C -1.02267 0.13907 -0.24205 -0.169
C -0.18328 -0.55725 1.93468 -0.065
C 1.50131 -0.14388 0.08314 -0.246
C -0.94254 0.75643 -1.56941 -0.583
H -2.02603 0.01450 0.19159 0.103
H 1.13584 -0.67999 -1.63998 0.087
H 0.01350 -1.63506 2.08819 0.092
H 2.01771 -1.09794 0.43575 0.140
H 0.45637 0.05245 2.57705 0.083
H -0.65704 0.07724 -2.42225 0.084
H 2.04380 0.62380 0.68068 0.135
H -1.17287 -0.36226 2.28903 0.065
H -0.29742 1.64322 -1.57952 0.086



125
Properties=species:S:1:pos:R:3:lowdin_charge:R:1 method="wB97M-V/def2-TZVPD" gap_ha=0.339 e_homo_ha=-0.3241 smiles=COC[C@H](C)N.COC[C@H](C)N.COC[C@H](C)N.COC[C@H](C)N.COC[C@H](C)N.COC[C@H](C)N.COC[C@H](C)N.O.O e_above_lowest_kcal_mol=1.2
O 11.40080 -10.52506 -4.16487 -0.186
O 17.63342 -12.45041 0.83349 -0.179
O 14.98341 -14.22840 -4.41195 -0.085
O 9.86995 -17.18427 1.61875 -0.196
O 13.35196 -19.78619 2.36547 -0.176
O 12.55398 -15.62020 -5.64357 -0.068
O 18.69749 -20.82050 -0.74578 -0.210
O 13.78736 -18.03204 -1.56404 -0.218
O 15.20537 -22.71319 -3.30968 -0.208
N 16.54126 -22.95491 -0.67702 0.056
N 7.39768 -18.37781 -0.75958 0.034
N 16.67853 -17.82488 -0.85329 0.062
N 17.24447 -14.64055 -0.84058 0.056
N 12.85320 -14.58914 -2.55235 0.044
N 14.95643 -18.23678 4.00475 0.053
N 10.77615 -12.65916 -1.26593 0.031
C 17.53662 -15.31606 1.55168 -0.062
C 13.85439 -17.62852 3.28925 -0.442
C 13.50686 -15.65507 -1.74182 -0.390
C 16.43203 -13.17698 0.92178 -0.233
C 8.67484 -18.41000 -0.03559 -0.426
C 9.23946 -11.18751 -2.57906 -0.064
C 17.33108 -18.96485 -2.92081 -0.042
C 17.57727 -11.24829 1.52661 -0.131
C 10.48723 -12.05808 -2.57726 -0.431
C 9.78971 -16.19808 2.60961 -0.111
C 13.22093 -16.99829 -2.36565 -0.187
C 14.14777 -16.16725 2.97718 -0.062
C 13.12309 -20.56288 1.21699 -0.100
C 11.72629 -11.29677 -3.03168 -0.212
C 13.46051 -19.30175 -2.08677 -0.095
C 14.40607 -24.12894 -0.92081 -0.064
C 15.64453 -22.23926 -4.55820 -0.119
C 8.77912 -17.11601 0.72805 -0.236
C 15.92080 -23.88423 -2.90605 -0.209
C 9.87543 -18.58060 -0.96334 -0.070
C 13.05501 -15.58510 -0.29707 -0.045
C 15.84625 -24.04217 -1.40673 -0.431
C 13.42245 -18.40888 2.04371 -0.207
C 18.47640 -19.43153 -0.72539 -0.219
C 16.66281 -14.61731 0.51047 -0.438
C 12.49219 -9.79893 -4.62137 -0.127
C 19.92279 -21.18158 -0.12867 -0.097
C 17.17299 -19.10688 -1.41712 -0.415
H 12.47989 -18.05889 1.61024 0.114
H 12.26300 -14.02597 -1.93098 0.032
H 13.45334 -14.68753 0.18435 0.079
H 12.19074 -9.23762 -5.50161 0.090
H 8.94407 -16.39751 3.28629 0.094
H 8.38277 -11.78684 -2.24777 0.076
H 12.98068 -17.62257 3.95917 0.138
H 12.53548 -12.00167 -3.24892 0.111
H 7.41162 -17.58253 -1.39564 0.072
H 16.35733 -18.95389 -3.41529 0.069
H 10.29906 -12.85327 -3.30776 0.140
H 17.79210 -17.99268 -3.12713 0.086
H 18.44223 -19.06879 0.31535 0.124
H 14.58810 -15.47683 -1.79782 0.124
H 14.91496 -16.09075 2.19374 0.047
H 14.35254 -24.02408 0.16219 0.073
H 17.00323 -15.33590 2.51552 0.067
H 20.76778 -20.78275 -0.70432 0.090
H 10.83539 -18.58270 -0.43832 0.051
H 15.66075 -12.72368 0.27862 0.127
H 16.68079 -21.88704 -4.51023 0.083
H 14.66643 -19.15863 4.31098 0.073
H 18.48276 -14.81172 1.74665 0.080
H 17.26867 -15.63736 -1.06872 0.031
H 13.43288 -15.74740 -5.26605 0.002
H 10.95453 -11.92727 -0.58225 0.084
H 18.41599 -10.61745 1.24101 0.087
H 16.96021 -23.83532 -3.25345 0.122
H 8.83214 -16.22241 0.07985 0.129
H 14.03761 -20.54834 0.60506 0.079
H 13.35369 -10.43057 -4.88782 0.087
H 9.93833 -13.11763 -0.91782 0.077
H 12.96901 -21.59976 1.51300 0.090
H 19.95232 -20.86764 0.91798 0.091
H 16.36310 -18.08062 0.08500 0.067
H 9.30057 -10.32863 -1.90480 0.084
H 12.43436 -19.54409 -1.78362 0.071
H 14.99859 -21.42424 -4.87471 0.082
H 15.78273 -17.62635 -1.30414 0.054
H 20.00758 -22.26743 -0.16881 0.085
H 15.66469 -15.06418 0.50907 0.094
H 18.22492 -14.38439 -0.76352 0.071
H 13.27607 -15.59952 2.66324 0.069
H 17.72429 -16.36169 1.30328 0.055
H 10.67118 -16.24789 3.24435 0.078
H 12.27453 -20.22961 0.61114 0.076
H 7.84206 -16.96067 1.29185 0.128
H 17.64848 -11.39322 2.62019 0.091
H 9.67884 -15.20852 2.15420 0.089
H 7.35360 -19.17656 -1.38783 0.071
H 16.36701 -24.97429 -1.16248 0.135
H 13.81183 -23.31746 -1.34458 0.071
H 12.13114 -17.15235 -2.41431 0.122
H 12.54698 -14.67943 -5.84488 0.033
H 14.10914 -20.05979 -1.65267 0.071
H 16.03601 -22.11027 -0.95925 0.045
H 12.86388 -9.10326 -3.85061 0.092
H 11.96462 -15.58081 -0.23637 0.085
H 13.96449 -25.08592 -1.20318 0.078
H 17.43792 -22.76633 -1.12590 0.052
H 16.62379 -10.72785 1.36567 0.087
H 9.96926 -17.78444 -1.71455 0.076
H 13.49909 -19.36030 -3.17750 0.094
H 15.74718 -18.37736 3.38123 0.076
H 8.97585 -10.81975 -3.57049 0.077
H 16.47674 -19.92145 -1.17852 0.116
H 12.16805 -15.02767 -3.17121 0.071
H 9.81933 -19.49247 -1.57010 0.080
H 13.45315 -16.41580 0.28800 0.045
H 16.01887 -13.15148 1.94397 0.125
H 8.68581 -19.22628 0.68611 0.145
H 14.24807 -14.16486 -3.76517 -0.020
H 12.03066 -10.61043 -2.22042 0.134
H 15.57003 -23.02112 -5.32945 0.090
H 15.24392 -13.31939 -4.58154 0.030
H 13.62523 -17.04788 -3.38336 0.125
H 19.31814 -18.89657 -1.19571 0.134
H 15.43642 -24.72650 -3.42486 0.130
H 14.58133 -15.72129 3.87268 0.084
H 14.23238 -18.25229 1.29896 0.111
H 17.98228 -19.72512 -3.35022 0.078



LUMO energy for the records above, in order: 0.8 0.4 eV
Calculated total energy for the records above, in order: -731.30629 -2175.75333 a.u.